[1]
Computed, not measured: a molecular structure, C28H56AsF6O14PtS7 at a distorted geometry, with ωB97M-V with the def2-TZVPD basis set.

Output
LUMO level (alpha / beta) = -4.397 / -6.123 eV
Total charge = +1
Multiplicity = 3
<S²> = 2.002
Highest occupied orbital energy (alpha / beta) = -11.9692 / -11.9692 eV

Each line ends with the Mulliken spin population.
Atoms and positions in Å:
Pt: 1.55 -3.65 -0.72  1.5154
As: -0.74 -0.51 -1.29  0.0323
F: 0.23 -1.85 -0.62  0.0775
F: -1.60 -0.41 0.17  0.0030
F: -1.70 0.70 -1.98  -0.0002
F: 0.20 -0.70 -2.73  0.0022
F: -1.82 -1.74 -1.82  0.0019
F: 0.40 0.63 -0.72  0.0030
C: 1.89 3.79 -3.66  0.0000
C: 0.89 2.85 -2.97  -0.0002
C: -0.52 3.36 -3.21  0.0000
S: -0.39 5.09 -3.72  0.0000
O: -1.07 5.93 -2.78  0.0000
O: -0.75 5.20 -5.11  0.0000
C: 1.40 5.22 -3.55  0.0000
H: 2.04 3.58 -4.72  0.0000
H: 2.86 3.70 -3.17  0.0000
H: 1.05 2.85 -1.90  -0.0001
H: 0.98 1.87 -3.43  0.0001
H: -1.17 3.37 -2.34  0.0000
H: -1.11 2.92 -4.02  0.0000
H: 1.54 5.55 -2.51  0.0000
H: 1.79 5.98 -4.20  0.0000
C: -4.27 0.71 5.35  0.0000
C: -3.14 1.28 4.49  0.0000
C: -3.03 0.36 3.28  0.0001
S: -4.74 -0.10 2.88  0.0000
O: -4.79 -1.55 2.90  0.0000
O: -5.26 0.65 1.78  0.0000
C: -5.45 0.60 4.40  0.0000
H: -4.54 1.31 6.22  0.0000
H: -3.96 -0.30 5.64  0.0000
H: -2.16 1.40 4.96  0.0000
H: -3.41 2.30 4.19  0.0000
H: -2.64 -0.58 3.67  0.0001
H: -2.49 0.63 2.38  -0.0001
H: -6.33 0.04 4.68  0.0000
H: -5.69 1.59 4.01  0.0000
C: 3.32 0.92 2.26  0.0007
C: 2.33 0.13 3.13  0.0007
C: 2.78 -1.32 3.16  -0.0009
S: 3.55 -1.64 1.56  0.0075
O: 2.62 -2.34 0.67  0.1155
O: 4.83 -2.18 1.82  0.0040
C: 3.56 0.07 0.99  0.0016
H: 4.22 1.24 2.79  0.0002
H: 2.84 1.84 1.91  0.0001
H: 1.35 0.13 2.64  -0.0001
H: 2.24 0.52 4.14  -0.0002
H: 1.94 -2.00 3.28  0.0004
H: 3.54 -1.54 3.91  -0.0001
H: 2.69 0.15 0.35  -0.0002
H: 4.49 0.33 0.48  0.0004
C: 3.49 0.32 -4.47  -0.0002
C: 3.48 -1.06 -5.15  0.0002
C: 4.33 -1.99 -4.31  0.0017
S: 3.99 -1.53 -2.61  0.0188
O: 5.26 -1.35 -1.96  0.0063
O: 2.98 -2.40 -2.00  0.0788
C: 3.27 0.10 -2.97  -0.0001
H: 2.67 0.97 -4.78  0.0005
H: 4.42 0.86 -4.67  0.0000
H: 3.84 -1.01 -6.18  0.0001
H: 2.44 -1.39 -5.21  0.0002
H: 5.39 -1.74 -4.40  0.0001
H: 4.21 -3.06 -4.43  -0.0002
H: 3.66 0.77 -2.22  0.0002
H: 2.20 -0.06 -2.83  -0.0014
C: -3.01 -4.41 2.24  0.0005
C: -2.47 -4.59 3.64  -0.0003
C: -0.99 -4.30 3.66  0.0026
S: -0.69 -3.09 2.36  0.0142
O: 0.32 -3.59 1.44  0.0364
O: -0.51 -1.76 2.89  0.0038
C: -2.28 -3.27 1.58  -0.0002
H: -4.08 -4.19 2.23  -0.0001
H: -2.95 -5.29 1.60  0.0002
H: -2.58 -5.63 3.95  0.0003
H: -3.07 -4.02 4.35  0.0000
H: -0.49 -5.23 3.35  0.0002
H: -0.49 -3.95 4.56  -0.0002
H: -2.12 -3.26 0.50  -0.0044
H: -2.85 -2.34 1.70  0.0003
C: -0.03 3.08 3.03  -0.0003
C: -0.05 4.32 2.13  0.0000
C: -0.26 5.54 2.98  0.0000
S: 0.53 5.15 4.56  0.0000
O: -0.51 5.11 5.56  0.0000
O: 1.74 5.87 4.75  0.0000
C: 0.92 3.45 4.14  0.0001
H: 0.20 2.21 2.43  0.0002
H: -1.02 2.91 3.47  0.0000
H: -0.71 4.30 1.27  0.0000
H: 0.93 4.38 1.63  0.0000
H: -1.31 5.75 3.17  0.0000
H: 0.16 6.50 2.70  0.0000
H: 0.86 2.85 5.04  0.0000
H: 1.97 3.41 3.81  0.0000
C: -2.03 -2.20 -4.75  0.0004
C: -2.68 -3.54 -4.49  -0.0001
C: -1.77 -4.38 -3.59  -0.0011
S: -0.08 -3.86 -3.96  -0.0016
O: 0.53 -4.89 -4.73  0.0028
O: 0.58 -3.49 -2.71  0.0731
C: -0.56 -2.44 -4.99  0.0052
H: -2.26 -1.51 -3.94  0.0002
H: -2.36 -1.75 -5.69  0.0005
H: -2.80 -3.99 -5.48  0.0000
H: -3.67 -3.57 -4.03  0.0000
H: -1.87 -5.43 -3.83  -0.0003
H: -1.90 -4.22 -2.52  -0.0012
H: -0.26 -2.84 -5.97  0.0001
H: 0.06 -1.58 -4.78  -0.0009

=====

[2]
Computed, not measured: a molecular structure, C28H56BBr16Cl2N2O7Si2, with ωB97M-V with the def2-TZVPD basis set.

Output
LUMO level = 1.680 eV
Total charge = -1
Highest occupied orbital energy = -4.4584 eV

Each line ends with the Löwdin charge.
Atoms and positions in Å:
C: 4.52 -0.47 4.01  -0.1357
N: 3.20 -0.49 4.62  -0.1703
C: 2.33 0.60 4.21  -0.2490
Si: 1.47 0.29 2.54  0.5780
O: -0.18 0.34 2.87  -0.2647
Si: -1.22 -0.64 2.03  0.5519
C: -2.96 -0.08 2.50  -0.1762
C: -3.11 0.40 3.96  -0.4771
C: -4.23 -0.32 4.72  -0.0490
O: -3.45 1.79 3.98  -0.0997
B: -1.10 -0.40 0.01  -0.6634
O: -2.03 -1.04 -0.80  0.0685
O: -0.22 0.42 -0.61  0.1202
C: -1.00 -2.37 2.75  -0.7053
Cl: -1.04 -2.30 4.49  0.6475
C: -0.84 -3.54 2.14  -0.7901
C: -0.68 -3.68 0.65  -0.1292
Cl: -0.75 -5.03 3.02  0.6580
C: 2.02 -1.31 1.62  -0.7308
O: 2.00 -2.37 2.27  -0.0605
O: 2.32 -1.11 0.40  -0.0956
N: 1.75 1.73 1.52  -0.1043
C: 1.19 2.93 2.18  -0.1349
C: 3.09 1.94 1.12  -0.5379
C: 3.45 1.47 -0.27  -0.0009
O: 3.89 2.53 1.81  0.0399
H: 4.94 -1.48 4.01  0.0729
H: 4.44 -0.16 2.97  0.0677
H: 5.24 0.18 4.52  0.0718
H: 3.28 -0.49 5.63  -0.0144
H: 2.84 1.58 4.18  0.0719
H: 1.53 0.69 4.95  0.0802
H: -3.70 -0.84 2.25  0.0790
H: -3.17 0.79 1.87  0.0823
H: -2.18 0.26 4.51  0.0906
H: -5.08 0.35 4.81  0.0759
H: -3.90 -0.63 5.71  0.0698
H: -4.55 -1.23 4.20  0.0680
H: -2.65 2.29 3.82  0.0018
H: -2.72 -1.49 -0.31  0.0820
H: 0.03 0.13 -1.49  0.1025
H: -1.58 -3.44 0.10  0.0159
H: 0.16 -3.07 0.31  0.0844
H: -0.43 -4.71 0.41  0.0606
H: 0.12 2.93 2.02  0.0577
H: 1.38 2.96 3.26  0.0162
H: 1.63 3.83 1.75  0.0834
H: 4.01 2.29 -0.72  0.0601
H: 4.04 0.56 -0.23  0.0801
H: 2.55 1.31 -0.84  0.0697
Br: -2.97 -1.80 -4.88  0.6441
C: -1.43 -2.32 -3.81  -0.6680
C: -1.30 -3.80 -3.64  -0.7168
Br: -2.60 -4.52 -2.38  0.6505
H: -1.55 -1.82 -2.85  0.0190
H: -0.56 -1.92 -4.33  0.0635
H: -0.32 -4.03 -3.21  0.0191
H: -1.42 -4.36 -4.56  -0.0306
Br: -0.72 4.16 4.74  0.7356
C: -1.39 5.89 4.18  -0.6768
C: -2.86 5.84 3.82  -0.6870
Br: -3.14 4.99 2.10  0.6200
H: -0.79 6.20 3.34  0.0514
H: -1.23 6.56 5.02  0.0554
H: -3.26 6.85 3.73  0.0540
H: -3.44 5.28 4.55  0.0539
Br: 3.02 6.79 -0.66  0.5874
C: 4.22 5.44 0.08  -0.7042
C: 5.63 5.62 -0.39  -0.6880
Br: 5.88 5.04 -2.24  0.5901
H: 3.82 4.47 -0.20  0.0210
H: 4.15 5.54 1.16  0.0620
H: 6.30 5.00 0.20  0.0612
H: 5.95 6.66 -0.35  0.0450
Br: 1.68 -6.30 -2.95  0.6612
C: 1.15 -7.41 -4.46  -0.6906
C: 1.57 -6.80 -5.78  -0.6622
Br: 0.42 -5.30 -6.27  0.7266
H: 0.08 -7.55 -4.39  0.0528
H: 1.66 -8.36 -4.32  0.0568
H: 1.46 -7.52 -6.58  0.0594
H: 2.58 -6.42 -5.76  0.0516
Br: 3.31 -0.05 8.23  0.6628
C: 3.03 -1.69 9.22  -0.6951
C: 2.61 -2.82 8.32  -0.6997
Br: 0.76 -2.65 7.77  0.6219
H: 2.29 -1.48 9.98  0.0448
H: 3.99 -1.92 9.69  0.0533
H: 2.68 -3.77 8.85  0.0541
H: 3.20 -2.86 7.41  0.0539
Br: -6.39 -0.61 -6.32  0.5905
C: -4.96 0.71 -6.25  -0.7563
C: -5.44 2.08 -6.65  -0.7091
Br: -5.71 2.25 -8.57  0.5958
H: -4.17 0.35 -6.90  0.0384
H: -4.62 0.72 -5.22  -0.0285
H: -4.69 2.82 -6.39  0.0480
H: -6.39 2.34 -6.18  0.0428
Br: 2.73 -1.26 -7.12  0.6131
C: 2.26 -1.82 -8.92  -0.6999
C: 2.00 -3.30 -9.00  -0.7151
Br: 3.63 -4.35 -8.92  0.5916
H: 3.08 -1.51 -9.57  0.0471
H: 1.36 -1.26 -9.18  0.0580
H: 1.53 -3.55 -9.95  0.0595
H: 1.38 -3.64 -8.18  -0.0473
Br: -2.48 1.88 -3.43  0.6726
C: -3.57 3.44 -3.05  -0.6805
C: -4.57 3.18 -1.96  -0.6851
Br: -6.06 2.09 -2.58  0.6274
H: -4.04 3.74 -3.99  0.0381
H: -2.87 4.22 -2.74  0.0599
H: -5.01 4.11 -1.61  0.0572
H: -4.13 2.65 -1.13  0.0493

=====

[3]
Computed, not measured: a molecular structure, C28H56BeNO19 at a distorted geometry, with ωB97M-V with the def2-TZVPD basis set.

Output
LUMO level = -7.965 eV
Energy relative to the best compared isomer or geometry (same formula, charge and spin) = 0.0 kcal/mol
Total charge = +1
Highest occupied orbital energy = -11.0117 eV

Each line ends with the Löwdin charge.
Atoms and positions in Å:
Be: -0.88 1.71 3.13  1.2834
N: -0.33 -0.35 0.91  -0.5851
O: -0.95 -0.61 1.91  -0.0151
O: -0.29 -1.08 -0.05  0.0637
O: 0.29 0.72 0.96  -0.0350
C: 5.14 -0.09 0.90  -0.1439
C: 4.05 -0.50 -0.13  -0.1841
C: 3.29 -1.53 0.63  -0.1831
O: 3.35 -1.14 2.05  -0.1504
C: 4.35 -0.14 2.23  -0.1867
H: 5.54 0.91 0.74  0.1019
H: 5.90 -0.87 0.83  0.1141
H: 4.44 -0.88 -1.07  0.1205
H: 3.43 0.36 -0.36  0.0954
H: 3.83 -2.47 0.48  0.1212
H: 2.30 -1.56 0.16  0.0961
H: 4.98 -0.40 3.08  0.1204
H: 3.85 0.82 2.36  0.0949
C: 1.54 -5.74 -2.39  -0.1471
C: 1.18 -4.50 -1.56  -0.1647
C: -0.21 -4.14 -2.04  -0.2356
O: -0.81 -5.39 -2.37  -0.1163
C: 0.17 -6.36 -2.67  -0.2091
H: 2.35 -6.38 -2.03  0.1163
H: 1.80 -5.36 -3.38  0.1073
H: 1.91 -3.71 -1.71  0.1067
H: 1.05 -4.80 -0.52  0.0984
H: -0.09 -3.39 -2.82  0.1013
H: -0.81 -3.69 -1.26  0.1081
H: -0.04 -6.72 -3.68  0.1213
H: 0.10 -7.17 -1.95  0.1141
C: -0.29 -5.44 2.80  -0.1958
C: -0.42 -4.03 2.37  -0.1724
C: 0.45 -3.26 3.38  -0.1718
O: 0.24 -4.04 4.57  -0.1502
C: 0.07 -5.41 4.25  -0.2026
H: 0.51 -5.82 2.17  0.1092
H: -1.10 -6.16 2.67  0.1192
H: -1.45 -3.69 2.50  0.1135
H: -0.03 -3.89 1.36  0.0909
H: 0.18 -2.21 3.54  0.0957
H: 1.51 -3.26 3.10  0.1140
H: -0.69 -5.86 4.89  0.1246
H: 1.07 -5.84 4.35  0.1211
C: -3.76 -1.79 -4.10  -0.1604
C: -2.78 -1.90 -2.99  -0.1692
C: -2.47 -0.44 -2.67  -0.2366
O: -2.37 0.12 -3.93  -0.1257
C: -3.29 -0.52 -4.77  -0.2099
H: -4.72 -1.56 -3.63  0.1132
H: -3.88 -2.66 -4.75  0.1247
H: -1.87 -2.44 -3.23  0.0953
H: -3.26 -2.42 -2.17  0.1186
H: -1.61 -0.27 -2.02  0.0885
H: -3.28 0.06 -2.15  0.1145
H: -2.89 -0.71 -5.77  0.1248
H: -4.16 0.11 -4.94  0.1173
C: -0.87 6.01 1.53  -0.0426
O: -0.76 5.43 0.26  0.0324
C: -0.95 4.11 0.17  -0.5187
O: -1.08 3.36 1.11  0.0550
O: -1.04 3.78 -1.16  0.0170
C: -1.34 2.46 -1.52  -0.0389
H: -0.44 5.33 2.28  0.0715
H: -1.86 6.32 1.86  0.1041
H: -0.20 6.87 1.56  0.1090
H: -2.31 2.22 -1.08  0.1035
H: -0.54 1.79 -1.22  0.0838
H: -1.36 2.44 -2.61  0.1119
C: 1.17 0.08 -3.36  -0.0658
O: 1.66 1.29 -2.93  -0.0040
C: 1.53 2.37 -3.70  -0.6318
O: 1.11 2.45 -4.85  0.1191
O: 2.08 3.35 -3.06  -0.0109
C: 2.15 4.65 -3.68  0.0008
H: 1.89 -0.30 -4.07  0.1082
H: 0.20 0.09 -3.85  0.0905
H: 1.06 -0.63 -2.53  0.0847
H: 2.95 4.63 -4.42  0.1020
H: 2.35 5.40 -2.91  0.0923
H: 1.21 4.83 -4.20  0.0977
C: 1.85 5.07 4.94  -0.0611
O: 2.52 5.00 3.72  0.0324
C: 2.18 4.07 2.83  -0.5605
O: 1.29 3.27 3.00  0.0701
O: 3.05 4.11 1.82  0.0398
C: 2.92 3.26 0.72  -0.0242
H: 2.12 4.29 5.64  0.1026
H: 0.76 5.06 4.90  0.0879
H: 2.14 5.99 5.44  0.1076
H: 3.89 2.80 0.52  0.0970
H: 2.58 3.85 -0.14  0.1059
H: 2.29 2.41 0.95  0.0782
C: -4.91 3.94 2.37  -0.0579
O: -5.26 2.71 1.87  0.0471
C: -4.39 1.70 1.88  -0.6167
O: -3.23 1.67 2.28  0.0546
O: -5.00 0.70 1.42  0.0732
C: -4.34 -0.60 1.34  0.0304
H: -4.04 4.30 1.82  0.0962
H: -4.93 4.01 3.46  0.1082
H: -5.68 4.68 2.17  0.1057
H: -4.17 -0.97 2.35  0.1013
H: -3.34 -0.53 0.91  0.0821
H: -5.01 -1.37 0.97  0.1103

=====

[4]
Computed, not measured: 3 unconnected molecules or ions with the total composition C28H56IN7O4PS at a distorted geometry, with ωB97M-V with the def2-TZVPD basis set.

Output
LUMO level (alpha / beta) = -4.645 / -4.645 eV
Total charge = +1
Multiplicity = 3
<S²> = 2.008
Highest occupied orbital energy (alpha / beta) = -9.9207 / -10.6246 eV

Each line ends with the Mulliken spin population.
Atoms and positions in Å:
C: -3.27 0.52 -5.01  0.0000
C: -1.89 0.90 -5.69  0.0000
S: -0.53 0.95 -4.46  0.0000
C: 1.11 0.96 -5.34  0.0000
C: 1.83 -0.36 -4.96  0.0000
C: 2.13 -1.42 -5.94  0.0000
I: 1.52 -1.12 -7.99  0.0000
N: 2.76 -2.56 -5.68  0.0000
N: 3.16 -2.76 -4.46  0.0000
C: 3.92 -4.05 -4.27  0.0000
C: 4.56 -4.60 -5.58  0.0000
C: 5.86 -3.82 -6.01  0.0000
N: 5.59 -2.46 -6.54  0.0000
C: 3.00 -1.98 -3.35  -0.0001
P: 3.54 -2.32 -1.59  0.0001
N: 2.34 -2.03 -0.64  -0.0001
O: 4.85 -1.34 -1.28  0.0000
O: 4.00 -3.87 -1.27  0.0000
C: 2.29 -0.67 -3.57  0.0000
N: 2.07 0.28 -2.57  -0.0001
H: -3.80 -0.20 -5.68  0.0000
H: -3.93 1.41 -4.86  0.0000
H: -3.15 0.02 -4.02  0.0000
H: -2.03 1.90 -6.17  0.0000
H: -1.73 0.17 -6.52  0.0000
H: 0.87 1.05 -6.42  0.0000
H: 1.72 1.86 -5.07  0.0000
H: 4.77 -3.77 -3.60  0.0000
H: 3.25 -4.79 -3.75  0.0000
H: 3.85 -4.74 -6.42  0.0000
H: 4.93 -5.63 -5.33  0.0000
H: 6.55 -3.71 -5.12  0.0000
H: 6.41 -4.37 -6.82  0.0000
H: 5.29 -1.83 -5.80  0.0000
H: 6.43 -2.04 -6.93  0.0000
H: 1.51 -1.76 -1.18  0.0002
H: 5.64 -1.92 -1.33  0.0000
H: 4.92 -4.05 -1.54  0.0000
H: 2.16 1.20 -3.02  0.0000
H: 2.77 0.23 -1.82  0.0000
C: -2.64 -2.03 4.23  0.0204
C: -3.26 -2.75 3.01  0.0317
C: -2.39 -3.95 2.60  0.0183
C: -1.11 -3.57 1.86  -0.0199
C: -1.42 -2.64 0.69  0.0170
C: -2.23 -1.41 1.11  0.0262
N: -3.45 -1.76 1.90  0.2997
O: -4.34 -2.25 1.06  0.6003
C: -1.33 -0.45 1.93  0.0553
C: -2.56 -0.61 -0.15  -0.0208
C: -4.61 -3.30 3.53  -0.0047
H: -2.92 -0.98 4.26  -0.0146
H: -3.00 -2.46 5.17  0.0015
H: -1.55 -2.11 4.26  0.0010
H: -2.97 -4.62 1.95  0.0046
H: -2.13 -4.54 3.48  0.0004
H: -0.40 -3.10 2.54  0.0009
H: -0.62 -4.47 1.48  0.0020
H: -0.49 -2.32 0.22  0.0034
H: -1.97 -3.20 -0.07  0.0047
H: -1.90 0.40 2.30  -0.0245
H: -0.53 -0.05 1.30  -0.0032
H: -0.83 -0.93 2.77  0.0039
H: -3.10 -1.20 -0.89  0.0043
H: -1.64 -0.28 -0.63  0.0007
H: -3.16 0.28 0.08  -0.0037
H: -5.28 -2.49 3.82  -0.0013
H: -4.44 -3.93 4.40  0.0004
H: -5.12 -3.92 2.79  0.0003
C: -2.26 5.27 2.69  0.0138
C: -2.12 4.24 3.84  0.0226
C: -2.05 4.97 5.20  0.0173
C: -0.71 5.64 5.48  -0.0156
C: 0.44 4.65 5.28  0.0167
C: 0.41 3.97 3.91  0.0381
N: -0.92 3.38 3.59  0.2991
O: -1.06 2.28 4.30  0.6111
C: 0.82 5.00 2.83  0.0091
C: 1.53 2.92 3.85  -0.0087
C: -3.43 3.44 3.81  -0.0083
H: -1.85 4.88 1.76  -0.0093
H: -3.31 5.50 2.49  0.0014
H: -1.78 6.22 2.91  0.0016
H: -2.25 4.26 6.01  0.0023
H: -2.84 5.73 5.25  0.0020
H: -0.57 6.51 4.84  -0.0001
H: -0.70 6.01 6.51  0.0018
H: 1.39 5.16 5.43  0.0009
H: 0.38 3.89 6.07  0.0026
H: 0.73 4.57 1.83  -0.0062
H: 1.86 5.30 2.96  0.0002
H: 0.24 5.92 2.85  0.0007
H: 1.45 2.17 4.64  -0.0004
H: 2.51 3.39 3.97  0.0001
H: 1.54 2.40 2.89  0.0017
H: -3.53 2.89 2.87  -0.0010
H: -4.29 4.11 3.89  0.0005
H: -3.52 2.74 4.63  0.0015

=====

| no. | electronic energy (eV) |
| --- | --- |
| 1 | -214837.40285 |
| 2 | -1209422.58667 |
| 3 | -70720.51237 |
| 4 | -76778.40437 |